(1)
An isolated molecule of C11H22N2O3 in a non-equilibrium geometry, computed with ωB97M-V/def2-TZVPD.

ORCA input file:
```
! RIJCOSX wB97M-V def2-TZVPD def2/J DEFGRID3
* xyz 0 1
C 2.82897 1.93115 2.50113
C 1.66409 1.43633 1.64652
C 0.67750 0.33915 2.18495
C 1.50800 -0.90231 2.66894
C -0.29816 -0.01804 1.03101
N -0.87609 1.15709 0.42281
C -1.19010 1.23582 -0.87900
O -2.18997 1.81335 -1.26969
C -0.33877 0.45260 -1.92773
N 1.04494 0.39288 -1.53444
C -0.88161 -0.92520 -2.18460
C -2.33357 -0.97979 -2.15664
C -0.32475 -1.50161 -3.46598
C -1.41946 -1.04438 1.37011
O -1.30423 -2.21057 1.28488
O -2.73129 -0.46106 1.61541
H 3.28302 1.08397 3.02567
H 3.58859 2.41703 1.93625
H 2.51756 2.58261 3.30881
H 1.11777 2.31096 1.32054
H 2.12574 1.03509 0.73059
H 0.10716 0.77795 3.05258
H 2.15248 -1.34359 1.87739
H 0.79857 -1.66338 2.89301
H 2.15415 -0.71134 3.50354
H 0.35983 -0.48689 0.23260
H -1.54883 1.61110 0.97767
H -0.50919 0.98664 -2.84644
H 1.40406 1.34851 -1.43249
H 1.63825 -0.00800 -2.28632
H -0.65851 -1.50849 -1.27382
H -2.78228 -0.31984 -2.89998
H -2.81474 -0.62508 -1.23646
H -2.75897 -1.95705 -2.36414
H -0.71104 -0.89090 -4.33590
H -0.80861 -2.57381 -3.71637
H 0.80130 -1.52602 -3.49300
H -3.29180 -1.25488 1.71860
*
```

Its highest occupied orbital energy is -9.55 eV. As for the SMILES: CC[C@H](C)[C@H](NC(=O)[C@@H](N)C(C)C)C(=O)O. Its LUMO energy is 0.76 eV.


(2)
An isolated molecule of C11H22N2O3 in a non-equilibrium geometry, computed with ωB97M-V/def2-TZVPD.

ORCA input file:
```
! RIJCOSX wB97M-V def2-TZVPD def2/J DEFGRID3
* xyz 0 1
C -2.58236 -1.99587 -5.75859
C -1.22833 -1.83640 -4.84777
C -1.44346 -2.31620 -3.26015
C -0.03792 -1.96280 -2.49400
N -0.01345 -2.28424 -1.01536
C 1.30485 -1.65079 -0.52264
O 2.44801 -2.36143 -0.72604
O 1.39938 -0.31923 0.09575
C 0.49869 -0.29997 1.27948
C 1.26061 0.23061 2.63106
N 0.77456 1.58596 3.13715
C 1.02461 2.68187 2.11529
C -0.42075 3.09371 1.40768
C 1.49615 1.90333 4.46194
C 0.53725 2.63582 5.61606
O 2.78639 1.58700 4.68262
H -3.43395 -2.52600 -5.15601
H -2.87405 -0.89763 -6.12256
H -2.26566 -2.58433 -6.74570
H -0.82414 -0.73330 -4.78074
H -0.31161 -2.49860 -5.23022
H -1.64227 -3.48551 -3.17328
H -2.39744 -1.78731 -2.77622
H 0.11530 -0.78549 -2.60320
H 0.84274 -2.52673 -3.02884
H -0.00368 -3.32687 -0.83356
H -0.43998 0.33612 0.95955
H 0.11140 -1.40404 1.50404
H 1.05938 -0.57506 3.48810
H 2.43319 0.23371 2.42005
H 1.38212 3.64856 2.71391
H 1.86815 2.42695 1.34057
H -1.20475 2.25404 1.73238
H -0.85639 4.10909 1.81376
H -0.33938 3.08342 0.22004
H -0.17579 3.36192 5.00350
H 1.24504 3.20883 6.35095
H -0.09249 1.77688 6.10101
*
```

Its highest occupied orbital energy is -9.51 eV. As for the SMILES: CCCCNC(=O)OCCN(CC)C(C)=O. Its LUMO energy is 0.61 eV.


(3)
A structure of composition C11H23AuClINO2P in a non-equilibrium geometry, computed with ωB97M-V/def2-TZVPD.

ORCA input file:
```
! RIJCOSX wB97M-V def2-TZVPD def2/J DEFGRID3
* xyz 2 3
C 2.09073 -2.49782 -0.68603
I 3.30777 0.55813 1.03191
H 1.20121 -2.22157 -1.25942
H 1.76087 -2.43096 0.36564
H 2.97319 -2.66390 -1.20204
Au -0.95167 1.00661 -2.52082
P -0.39882 0.65329 -5.28042
C 1.48638 0.95294 -5.02148
C -0.89805 -1.20090 -4.83435
H -2.47291 1.48936 -3.96581
H -2.14243 2.60779 -4.97435
H -0.99420 2.66944 -3.57358
C -1.48731 2.00977 -4.35118
H -1.85735 -1.18810 -4.19309
H -1.34107 -1.74632 -5.66779
H 1.99334 1.10670 -6.03040
H 2.08254 0.06216 -4.66236
H -0.12727 -1.86806 -4.39512
H 1.79209 1.88223 -4.46532
C 1.04361 0.42956 -1.31113
O 1.74500 -0.48809 -1.20672
Cl -3.28313 -0.22628 -2.09528
O 0.81093 -1.16306 1.30538
C 0.29912 -0.68438 2.32611
C 0.92267 -1.01068 3.61691
C 0.85580 0.03161 4.69566
C -0.38633 0.77182 5.13818
C -1.28683 1.23460 3.96864
C -1.66601 0.10602 3.13359
N -0.76630 0.05056 2.02656
H 0.38427 -1.95968 3.89999
H 2.02300 -1.14470 3.51122
H 1.19248 -0.39159 5.60534
H 1.62419 0.71055 4.43926
H -1.06213 0.06429 5.71880
H -0.04253 1.66987 5.68358
H -2.30497 1.47373 4.33784
H -0.83989 2.00500 3.33440
H -1.52253 -0.86821 3.69131
H -2.72644 0.23954 2.85481
H -1.03100 -0.03124 1.01151
*
```

Its highest occupied orbital energy (spin up / spin down) is -14.80 / -14.80 eV. Its LUMO energy (spin up / spin down) is -9.56 / -9.96 eV.


(4)
A structure of composition C11H23Cl8NO in a non-equilibrium geometry, computed with ωB97M-V/def2-TZVPD.

ORCA input file:
```
! RIJCOSX wB97M-V def2-TZVPD def2/J DEFGRID3
* xyz 0 1
C -2.98141 -10.60791 -9.02758
C -2.55911 -12.03011 -9.44682
O -1.41549 -12.41434 -9.68826
N -3.58187 -12.92526 -9.61027
C -3.38414 -14.32735 -10.09794
H -4.05079 -10.41359 -8.94533
H -2.62057 -9.98144 -9.84332
H -2.54747 -10.19524 -8.11681
H -4.53138 -12.64277 -9.41347
H -3.84389 -14.23072 -11.08150
H -3.82470 -15.12171 -9.49545
H -2.32192 -14.55037 -10.19803
Cl -7.77370 -17.21291 -9.80984
C -7.37837 -15.60801 -10.60168
C -8.46261 -14.58798 -10.16332
Cl -8.21587 -14.20870 -8.44310
H -7.42874 -15.76042 -11.67979
H -6.41374 -15.26154 -10.23084
H -9.44466 -15.06024 -10.18853
H -8.36912 -13.63567 -10.68529
Cl -12.60449 -14.25194 -12.60884
C -12.24931 -12.82343 -11.61353
C -11.38432 -11.76607 -12.42111
Cl -9.69983 -11.80761 -11.72834
H -11.91948 -13.19751 -10.64430
H -13.23224 -12.41092 -11.38596
H -11.80901 -10.76623 -12.33132
H -11.37742 -11.84573 -13.50817
Cl -5.59758 -13.05528 -10.52252
C -6.52034 -11.57933 -11.26451
C -7.99022 -11.42281 -10.87490
Cl -8.40346 -11.13030 -9.17393
H -6.48230 -11.54960 -12.35344
H -5.96294 -10.72578 -10.87870
H -8.59680 -12.28748 -11.14416
H -8.34950 -10.58673 -11.47488
Cl -3.33052 -9.31505 -15.49030
C -4.92538 -10.05243 -15.07589
C -4.84769 -11.42549 -14.39546
Cl -6.42739 -12.21901 -13.93971
H -5.44071 -10.04254 -16.03633
H -5.33902 -9.33098 -14.37126
H -4.27712 -11.30982 -13.47396
H -4.32290 -12.09925 -15.07277
*
```

Its highest occupied orbital energy is -8.74 eV. Its LUMO energy is 0.00 eV.


Asked for energy across the records above, the calculation gives -767.5715, -767.2879, -1872.1231, -4244.1015 a.u. in order.
Asked for relative energy (zero: lowest compared OMol25 entry of this formula, charge and spin) across the records above, the calculation gives 43.1, 221.1, 102.1, 235.3 kcal/mol in order.
Asked for M across the records above, the calculation gives 230.31, 230.31, 591.61, 468.93 g/mol in order.